(1)
{
  "formula": "C45H44BaN7S2Si",
  "method": "the ωB97M-V functional and the def2-TZVPD basis",
  "orbital_gap_ev": 5.9,
  "e_homo_ev": -4.039,
  "charge": -1,
  "lumo_ha": 0.069,
  "e_above_lowest_kj_mol": 0.0,
  "symbols": ["N", "H", "C", "C", "C", "H", "C", "N", "C", "H", "C", "C", "C", "H", "H", "H", "H", "H", "S", "C", "C", "H", "H", "H", "H", "C", "C", "H", "H", "H", "H", "H", "C", "Si", "H", "C", "H", "H", "H", "H", "H", "C", "C", "H", "H", "S", "H", "H", "H", "C", "C", "C", "H", "C", "H", "C", "C", "N", "C", "C", "C", "C", "C", "C", "C", "H", "H", "C", "C", "N", "H", "C", "H", "C", "H", "H", "N", "C", "C", "H", "N", "C", "Ba", "C", "C", "N", "H", "H", "H", "H", "C", "C", "C", "H", "C", "C", "C", "H", "C", "H"],
  "positions_angstrom": [[-1.580139, 2.037561, -3.289517], [5.897716, -4.182938, 2.708057], [-3.251802, 0.642086, -0.165078], [-0.637127, 2.412214, -4.201284], [-4.526071, 0.986932, 0.283957], [4.042537, 6.347373, 0.260863], [-0.338001, -3.770377, -5.406469], [1.177088, 2.780619, 0.303349], [-0.826064, 2.203908, -5.585151], [-2.377694, 0.884329, 2.704647], [-3.657630, 3.114737, 0.934327], [2.765241, 4.597281, 0.358351], [2.048443, 5.208565, -2.268907], [-5.708735, 2.526723, 1.192601], [-3.770804, 4.106449, 1.349185], [-0.854321, -6.734327, -0.006221], [-0.174830, -4.821719, -5.642210], [-1.248690, -2.620850, 2.437829], [0.020760, -1.112365, -3.787358], [-2.015544, 1.563118, -5.997827], [-1.544920, 0.456989, 3.270397], [-1.547336, 3.332160, 0.529700], [-0.654214, -4.809229, -1.558697], [1.781315, 5.494522, -3.275247], [0.891001, 1.695202, 2.003793], [-3.077251, -0.632126, -0.888618], [-1.222759, -2.146821, -3.267811], [0.050782, -6.555822, 2.292966], [2.598651, -1.266250, -0.378924], [-3.667782, -1.473052, 5.050783], [2.676964, 2.874913, 3.299764], [0.426523, -2.735275, -0.814492], [0.161556, 2.610410, -6.513004], [1.605098, -1.803208, 1.752240], [-3.401886, 1.185299, -2.964204], [0.850070, -3.438378, 1.169302], [-0.711190, -3.250832, -6.286861], [-2.756662, 0.679137, 5.035062], [0.001510, 2.439179, -7.570161], [-3.933668, -1.305709, -0.942185], [3.973650, -3.479400, 1.358666], [-2.673859, 1.466012, -3.719229], [1.514018, 3.406894, -4.673804], [0.927152, -0.081958, 3.354458], [-3.858117, 0.685728, -5.350163], [-1.521950, -3.720073, -4.057217], [-2.106130, -2.224519, 4.789525], [2.616060, 0.106084, 0.736112], [1.134436, -4.475055, 3.031979], [-1.775655, -1.702046, 2.168842], [-3.075791, -1.675496, 2.970625], [1.457117, 2.504045, 1.552366], [3.307259, 6.921644, -2.030556], [0.346961, -3.570057, -0.125423], [4.309477, -2.063761, 6.069425], [0.402431, -0.977148, 2.995394], [-2.762271, -1.420728, 4.441981], [-2.217959, 1.485571, -0.047859], [0.579267, 3.040594, -3.713336], [4.238391, -2.379503, 5.034580], [2.446168, 3.179988, 2.288179], [3.329896, 5.731669, -0.272584], [3.013268, -2.372430, 2.927620], [-2.418375, 2.687537, 0.479095], [5.126356, -3.565103, 3.153353], [-2.164307, 1.365195, -7.053447], [2.081031, 3.488495, -6.741796], [2.002010, -0.732192, 0.373618], [0.129303, -5.716784, 1.610814], [-2.024561, -0.891183, -1.568931], [-3.576732, -2.638225, 2.842256], [1.304569, 3.191411, -6.046337], [-0.837747, 1.275541, 3.429290], [3.079596, 4.229689, 1.687183], [-1.976613, -1.779998, 1.097585], [0.274235, -1.622061, 3.884902], [0.746823, 3.108953, -2.353264], [3.146205, -1.991584, 4.264046], [1.526706, 4.024196, -1.738283], [0.598451, -3.316878, -5.090150], [-0.891673, -0.552936, 2.450649], [5.232890, -3.169459, 4.481532], [0.091213, 0.804149, -1.179762], [-2.063902, -0.059014, 4.619818], [-2.944389, 1.194181, -5.073910], [-2.128873, -2.032014, -2.320097], [-1.240484, -0.144255, 5.331989], [-3.764375, -0.913246, 2.592083], [-5.341061, 0.283328, 0.177573], [6.085711, -3.474645, 5.076148], [-4.725598, 2.236985, 0.843224], [-0.263539, -4.744429, -0.550587], [-0.376118, -5.818075, 0.320356], [2.383747, -1.377715, 4.730213], [4.036372, -3.166427, 2.396312], [1.829158, 3.792619, -0.328454], [2.925501, 6.029879, -1.544957], [2.455712, 3.826377, -4.352246], [0.736866, -4.539699, 2.023391], [3.831939, 4.800905, 2.220262]],
  "forces_ev_per_a": [[0.074, 0.078, -0.138], [0.002, 0.001, 0.003], [-0.060, -0.173, -0.139], [-0.008, 0.142, 0.152], [0.027, 0.015, 0.103], [0.003, 0.003, 0.010], [0.089, 0.002, -0.007], [0.199, 0.493, 0.159], [0.035, -0.018, -0.099], [-0.027, -0.025, -0.040], [0.067, 0.013, 0.046], [-0.019, 0.082, 0.075], [0.026, -0.006, 0.001], [0.003, 0.006, 0.001], [-0.009, -0.001, 0.004], [-0.001, -0.001, 0.000], [-0.047, -0.015, 0.001], [-0.005, 0.004, 0.003], [-0.147, -0.145, 0.108], [0.006, 0.013, -0.015], [0.016, 0.037, 0.036], [0.017, 0.008, 0.002], [-0.001, -0.005, 0.012], [0.005, 0.022, -0.002], [0.030, -0.067, -0.028], [-0.073, 0.159, 0.014], [0.027, -0.102, -0.067], [0.002, -0.003, 0.001], [-0.058, -0.021, -0.058], [0.002, -0.005, -0.004], [-0.012, 0.003, 0.008], [0.015, 0.005, -0.007], [-0.038, -0.026, 0.010], [-0.059, -0.017, 0.077], [0.011, -0.023, 0.004], [0.046, -0.022, 0.001], [0.009, 0.036, 0.014], [0.004, 0.013, -0.010], [-0.001, -0.009, -0.008], [0.001, 0.000, 0.039], [0.000, 0.003, -0.015], [-0.078, 0.002, 0.034], [0.011, -0.039, -0.029], [0.013, 0.016, 0.006], [-0.010, 0.010, -0.007], [-0.026, 0.026, -0.041], [0.007, 0.010, -0.003], [-0.022, 0.063, -0.076], [0.008, 0.002, 0.006], [-0.017, -0.033, -0.003], [-0.022, -0.048, -0.020], [0.065, -0.047, 0.111], [0.005, -0.001, 0.002], [-0.032, -0.003, 0.000], [-0.001, 0.001, 0.000], [-0.016, -0.017, 0.037], [-0.015, -0.018, 0.018], [-0.576, 0.055, 0.201], [-0.013, 0.001, 0.069], [-0.008, 0.004, 0.010], [-0.082, 0.088, -0.067], [0.004, -0.043, 0.020], [0.043, 0.036, -0.048], [-0.097, -0.047, 0.022], [0.009, -0.011, -0.005], [0.000, 0.006, -0.001], [0.009, 0.000, -0.006], [0.276, -0.030, 0.132], [-0.003, 0.002, 0.006], [-0.662, -0.255, -0.262], [-0.007, 0.011, 0.004], [0.032, 0.019, 0.032], [-0.027, 0.012, 0.006], [0.037, 0.019, 0.015], [-0.017, 0.019, 0.015], [-0.010, -0.004, 0.011], [-0.021, 0.348, -0.024], [-0.007, -0.008, 0.016], [0.066, -0.035, 0.026], [-0.001, -0.012, -0.004], [0.073, 0.041, -0.055], [0.017, -0.013, -0.002], [0.909, -0.802, -0.381], [-0.009, 0.023, 0.000], [0.019, 0.006, 0.033], [0.159, 0.188, 0.180], [0.012, -0.017, -0.010], [0.012, 0.028, -0.011], [-0.001, -0.008, 0.001], [-0.003, 0.000, 0.006], [-0.031, -0.016, -0.003], [0.007, 0.024, -0.011], [-0.018, -0.029, -0.006], [-0.011, 0.020, -0.004], [-0.025, -0.013, -0.004], [-0.058, -0.028, -0.105], [-0.021, 0.029, -0.065], [0.015, 0.004, -0.012], [-0.004, 0.003, 0.005], [-0.004, 0.009, -0.006]],
  "mulliken_charge": [-0.09, 0.38, 1.69, -0.10, -0.79, 0.37, -0.85, 0.55, 1.72, 0.10, -0.87, 1.08, -0.88, 0.41, 0.49, 0.37, 0.37, 0.17, -0.35, -0.79, -0.49, 0.34, 0.18, 0.68, 1.39, -2.39, 0.17, 0.38, 0.18, 0.47, 0.53, 0.31, -1.05, 0.25, 0.40, -0.17, 0.26, 0.52, 0.35, 0.12, 0.32, -0.10, -0.82, 0.79, 0.42, -0.10, 0.26, 0.26, 0.38, -0.25, -0.79, -1.28, 0.35, -0.17, 0.36, -1.41, -0.81, 1.20, 0.27, -0.69, -1.09, -0.98, 0.44, -0.87, -0.63, 0.37, 0.36, -1.22, -0.61, 1.70, 0.51, -0.83, 0.35, -0.84, -0.55, 0.54, 0.17, -0.19, -0.11, 0.26, 1.45, -0.43, 1.16, -0.89, -0.99, -1.37, 0.22, 0.31, 0.50, 0.36, -0.62, -0.28, -0.59, 0.23, -0.38, -0.40, -0.72, 0.68, 0.02, 0.38]
}

(2)
{
  "formula": "C45H44IN6P2STl",
  "method": "the ωB97M-V functional and the def2-TZVPD basis",
  "orbital_gap_ev": 6.3,
  "e_homo_ev": -12.257,
  "charge": 2,
  "lumo_ha": -0.217,
  "e_above_lowest_kj_mol": 0.0,
  "symbols": ["C", "C", "C", "C", "H", "C", "H", "C", "H", "C", "N", "H", "C", "C", "C", "H", "C", "H", "H", "H", "H", "Tl", "H", "H", "C", "H", "C", "P", "C", "I", "C", "C", "C", "C", "H", "C", "N", "H", "C", "C", "C", "H", "H", "C", "H", "H", "H", "H", "N", "H", "H", "C", "H", "C", "H", "H", "P", "C", "N", "H", "C", "C", "H", "H", "N", "H", "H", "H", "H", "H", "H", "H", "C", "C", "H", "C", "N", "H", "C", "H", "C", "C", "C", "S", "C", "C", "H", "C", "H", "C", "C", "C", "H", "C", "H", "C", "H", "H", "C", "C"],
  "positions_angstrom": [[-2.115748, -2.734758, -0.367979], [4.969849, 0.538560, 0.682332], [-1.176046, -1.770895, 3.424994], [2.750643, -1.971558, -4.530256], [-3.630428, 0.888034, 0.384534], [-3.412351, -1.013884, 1.368257], [0.321809, -3.138560, -3.632834], [3.729363, -2.273256, -3.564709], [3.063061, 4.795474, 4.119963], [-0.735875, 2.057330, 4.886175], [-1.560523, -2.687487, -1.763010], [2.554090, -0.440832, -1.008011], [-5.276329, 0.498065, 1.734738], [1.750128, -1.082288, -4.217217], [1.370933, 2.038446, -1.746088], [1.188967, -3.605269, 5.008207], [-5.757213, -0.415028, 2.690299], [-0.698389, 6.615635, 3.006252], [4.564235, -2.926387, -3.800388], [-1.062816, -1.558100, -3.486836], [-3.212001, -2.920766, -0.386748], [-0.456812, 1.547448, 0.962509], [-5.654245, -2.373179, 3.511308], [1.075031, 6.182186, 4.817014], [-1.933967, -5.128228, -1.978568], [-1.700919, 3.092474, -7.167210], [4.478250, 4.126308, 1.169064], [-1.721973, -1.241134, 0.731507], [1.040624, -3.372841, 2.872657], [3.184307, 2.583713, -2.948197], [0.652224, -3.130354, 4.196223], [-0.824671, -1.994520, 2.085903], [3.652725, -1.765121, -2.272926], [0.621795, 1.791782, -5.055992], [-0.726393, -2.065830, 5.504844], [1.122741, 5.700631, 3.863843], [-2.802947, 1.949613, 4.277815], [-1.996000, -7.308704, -2.238977], [3.335601, 2.212655, 1.650862], [-5.203919, -1.647663, 2.834945], [2.175271, 4.295428, 2.207691], [0.736482, -2.905005, 0.838280], [0.800528, 2.963754, -1.634018], [0.100050, 2.444064, -6.190502], [1.687668, 1.624940, -5.002824], [2.763901, -2.507660, -5.519759], [0.994773, -0.856097, -4.983164], [-2.334310, 1.378860, -3.389373], [1.181016, 4.384454, 1.335447], [-5.858709, 1.394257, 1.461971], [-1.124907, 1.410299, 7.013932], [2.187445, 4.877490, 3.488765], [4.212074, -0.121979, 1.121846], [-1.526517, -6.351082, -2.537518], [4.662796, 5.179767, 1.119245], [5.984989, 0.377835, 1.120753], [0.377132, 0.658530, -2.442888], [0.152168, 5.165961, 1.737782], [4.499027, 1.907004, 0.933592], [-1.615235, -3.550358, 0.158099], [-3.992530, -1.977120, 2.186842], [-1.604334, 1.657563, -4.136835], [4.411958, -2.038592, -1.550749], [6.118470, 3.040497, 0.116856], [3.332938, 3.573506, 1.784512], [-0.695213, 5.150352, 1.082477], [1.915290, -3.993842, 2.600022], [-3.456051, -2.921465, 2.365020], [0.788915, 2.805666, -6.960869], [-2.064510, -1.150348, 3.683217], [-6.608436, -0.176589, 3.348602], [-3.613248, 2.061997, 3.684557], [-1.466130, -1.584675, -2.476578], [-4.082618, 0.202526, 1.105568], [-1.947041, -0.696468, -2.089168], [-0.189809, -4.035153, -3.319544], [-1.556652, 2.233928, 3.809704], [-3.158552, 2.466010, -5.330618], [-2.832583, 1.629963, 5.585779], [1.887804, 1.822059, -0.806858], [2.656772, -0.859216, -1.996459], [0.344634, -2.768000, 1.848377], [5.183615, 3.072770, 0.640204], [2.280122, 1.099326, 2.308157], [-1.262417, 2.633281, -6.295433], [1.699720, -0.455681, -2.952782], [-0.045397, -7.367810, -3.717917], [-2.102620, 2.212392, -5.272893], [0.998816, -5.256035, -4.598873], [-0.206260, 1.417865, -3.994047], [0.219626, -5.242739, -3.844569], [-0.454442, -6.399720, -3.401276], [5.030083, 0.253915, -0.373490], [-0.442247, -2.297701, 4.483607], [0.326801, 2.193011, 4.744876], [-1.487261, 1.653242, 6.019152], [-2.813171, -5.097496, -1.362044], [-3.781887, 1.387817, 6.123607], [-1.258246, -3.964519, -2.403440], [0.103642, 5.893312, 2.907652]],
  "forces_ev_per_a": [[0.142, 0.142, 0.044], [0.288, -0.268, 0.323], [-0.810, 0.788, 0.236], [0.948, -1.206, -0.292], [-0.221, -0.036, 0.207], [0.063, 0.450, 0.352], [0.136, 0.149, 0.137], [-0.064, -0.299, -0.392], [-0.088, -0.306, 0.008], [-1.789, -0.297, -0.810], [-0.184, 1.064, -1.633], [0.188, 0.091, 0.372], [-0.384, 0.058, 0.135], [-0.879, 0.767, 0.079], [1.325, 0.463, -0.352], [0.044, 0.088, -0.020], [-1.175, 1.152, 0.011], [-0.025, -0.250, 0.422], [-0.226, -0.045, -0.141], [-0.195, -0.396, 0.211], [0.786, 0.194, -0.173], [0.351, 0.640, 0.526], [0.107, 0.199, -0.105], [0.153, 0.236, 0.368], [0.577, 0.314, -1.296], [0.080, 0.145, -0.117], [0.024, -1.626, -0.450], [-0.864, -0.180, -1.114], [0.317, 0.051, 0.280], [-0.557, 0.109, 0.759], [-0.302, 0.045, 0.115], [1.033, -0.869, 1.008], [0.189, 0.097, -0.856], [-0.283, 0.382, -0.305], [0.053, -0.133, -0.132], [-0.334, -0.354, -1.627], [0.358, 0.213, 0.035], [0.164, 0.883, -0.171], [2.038, 0.493, -1.087], [1.380, -1.581, 0.230], [0.074, 0.655, 0.852], [-0.289, 0.034, 0.049], [0.023, -0.159, -0.105], [0.538, -0.310, 0.387], [-0.117, -0.086, -0.059], [0.076, 0.851, 1.095], [0.313, 0.005, 0.378], [0.203, -0.062, 0.426], [-0.322, 0.159, 0.957], [0.503, -0.427, 0.399], [-0.118, 0.165, -0.328], [-0.238, 0.427, -0.451], [0.479, 0.099, 0.168], [-0.198, -0.159, 0.683], [-0.061, 0.160, 0.068], [-0.954, 0.167, -0.106], [0.457, 0.845, -0.220], [0.488, -0.628, -0.346], [-1.070, 0.243, 0.584], [-0.150, -0.226, -0.432], [-0.480, 0.355, 0.119], [1.049, -0.750, 0.640], [-0.149, 0.036, 0.093], [0.108, 0.135, -0.089], [0.639, -0.718, -0.850], [-0.270, 0.342, -0.431], [-0.636, 0.411, 0.495], [-0.533, 0.420, 0.031], [-0.334, -0.254, 0.240], [0.786, -0.485, -0.333], [0.272, 0.026, -0.722], [0.277, -0.012, -0.044], [-1.180, -1.174, 1.552], [0.461, -0.364, -0.221], [0.317, -0.074, 0.144], [-0.553, 0.331, 0.245], [0.271, -0.427, 1.068], [0.095, -0.324, -0.087], [0.834, -0.326, 0.681], [-0.389, -0.188, 0.013], [-1.166, 0.590, 0.058], [-0.664, 0.444, -0.597], [-0.941, 0.777, 0.865], [-0.995, -0.489, 0.115], [0.003, -0.064, -0.129], [0.804, -1.392, -0.380], [-0.489, 0.366, 0.000], [-0.606, 1.041, -0.615], [0.022, -0.225, 0.269], [-1.035, -0.045, -0.413], [-1.110, -0.339, 0.518], [1.317, -0.291, -0.759], [-0.090, 0.660, -0.044], [0.709, -0.501, -0.716], [-0.065, -0.012, 0.133], [-0.781, 0.159, -0.461], [-0.023, 0.087, 0.360], [1.137, 0.313, -0.663], [0.784, -1.045, 0.651], [0.601, -0.115, 0.485]],
  "mulliken_charge": [-1.62, -0.92, -0.47, -0.46, 0.39, 0.57, -0.10, -0.75, 0.49, -0.10, 0.58, 0.39, -0.90, -0.96, -1.15, 0.42, -0.45, 0.43, 0.41, 0.98, 0.45, 1.18, 0.40, 0.52, -0.21, 0.42, -0.40, 1.00, -0.67, -0.01, -0.55, 0.24, -0.70, -0.17, 0.48, -0.44, -0.04, 0.36, -0.15, -0.78, -0.09, 0.47, 0.76, -0.94, 0.29, 0.41, 0.36, 0.22, -0.24, 0.43, 0.40, -0.57, 0.27, -0.78, 0.48, 0.38, 1.34, -0.33, 0.34, 0.71, -0.15, -0.77, 0.56, 0.53, 0.44, 0.57, 0.41, 0.47, 0.41, 0.17, 0.42, 0.18, -1.07, -0.56, 0.53, 0.22, -0.10, 0.40, -0.23, -0.03, -0.77, -0.52, -0.56, -0.22, -0.50, 0.96, 0.37, -0.62, 0.46, 0.86, -0.72, -0.45, 0.31, -0.71, 0.45, -0.89, 0.46, 0.40, 0.35, -0.68]
}